Record 1
The following is a DFT calculation (ωB97M-V/def2-TZVPD) of a single C3H7NO2 molecule in a non-equilibrium geometry.

Properties
Orbital gap (eV): 10.162
Lowest unoccupied orbital energy (eV): 0.8
Total charge: 0
Energy above the lowest of the compared OMol25 structures with the same formula, charge and spin (kcal/mol): 26.1
2S+1: 1
E_HOMO (eV): -9.32

The geometry in XYZ format:
```
13
Properties=species:S:1:pos:R:3:forces:R:3:nbo_charge:R:1
C -0.823 1.379 1.114 -0.72 -0.20 0.34 -0.4302
N -1.461 0.217 0.448 1.01 0.28 0.23 -0.5995
C -0.753 -0.134 -0.785 -0.80 0.56 -0.46 -0.3348
C 0.702 -0.420 -0.542 -0.22 -0.10 0.82 0.7776
O 0.861 -1.342 0.444 0.42 0.05 -0.76 -0.6746
O 1.650 0.078 -1.081 -0.03 0.06 -0.46 -0.5826
H -1.231 2.328 0.746 0.34 0.02 -0.10 0.1776
H 0.259 1.377 1.046 0.09 -0.05 -0.26 0.1994
H -1.049 1.324 2.177 -0.07 0.05 0.12 0.2034
H -2.381 0.542 0.207 -0.37 -0.34 -0.18 0.3570
H -0.885 0.646 -1.546 0.59 0.03 -0.01 0.1911
H -1.176 -1.031 -1.234 -0.14 -0.24 0.19 0.2249
H 1.811 -1.538 0.355 -0.11 -0.12 0.52 0.4906
```
Positions in Å, forces in eV/Å.

---

Record 2
The following is a DFT calculation (ωB97M-V/def2-TZVPD) of a molecular structure, C37H32O2PRhSi in a non-equilibrium geometry.

Properties
Orbital gap (spin up / spin down) (eV): 6.811 / 7.067
Lowest unoccupied orbital energy (spin up / spin down) (eV): -1.1 / -1.1
Total charge: 0
Energy above the lowest of the compared OMol25 structures with the same formula, charge and spin (kcal/mol): 20.0
2S+1: 1
E_HOMO (spin up / spin down) (eV): -7.88 / -8.13

The geometry in XYZ format:
```
74
Properties=species:S:1:pos:R:3:forces:R:3:lowdin_charge:R:1
Rh 0.137 0.073 -1.910 0.62 -0.38 0.03 0.9953
C -1.792 6.311 -3.265 0.01 -0.01 0.00 -0.0796
C -1.548 6.232 -1.902 -0.02 0.01 -0.02 -0.0754
C -1.117 5.040 -1.337 0.03 -0.02 0.07 -0.0786
C -0.938 3.921 -2.143 0.50 -0.02 -0.34 -0.3403
C -1.171 4.005 -3.513 -0.01 -0.02 -0.03 -0.0877
C -1.602 5.196 -4.072 -0.01 0.01 0.01 -0.0768
P -0.510 2.309 -1.430 -0.59 -1.13 0.54 1.0737
C 0.075 2.594 0.258 0.07 0.20 -0.07 -0.3695
C 1.339 3.152 0.442 0.01 0.00 -0.02 -0.0906
C 1.855 3.298 1.719 0.01 -0.01 0.03 -0.0757
C 1.115 2.878 2.817 -0.01 -0.01 -0.01 -0.0803
C -0.139 2.314 2.636 0.03 0.00 0.00 -0.0674
C -0.660 2.170 1.359 -0.04 -0.05 -0.02 -0.0785
C -2.111 1.471 -1.347 -0.24 0.22 -0.03 -0.3971
C -3.389 1.875 -0.981 0.05 0.03 -0.05 -0.0745
C -4.410 0.940 -1.068 -0.04 0.00 0.00 -0.0881
C -4.144 -0.353 -1.514 0.01 -0.04 -0.05 -0.0817
C -2.862 -0.752 -1.874 0.01 0.09 -0.07 -0.0870
C -1.838 0.185 -1.796 0.07 0.16 0.43 -0.3015
H -2.125 7.243 -3.701 0.00 0.00 0.00 0.1046
H -1.693 7.100 -1.272 0.00 0.00 0.00 0.1060
H -0.923 4.982 -0.273 0.01 -0.01 -0.01 0.1059
H -1.022 3.134 -4.141 0.01 -0.01 0.01 0.1088
H -1.787 5.257 -5.136 0.00 0.00 0.00 0.1059
H 1.932 3.454 -0.414 -0.01 0.01 -0.01 0.1126
H 2.840 3.723 1.857 0.00 0.00 0.00 0.1052
H 1.524 2.979 3.814 0.00 0.00 0.00 0.1045
H -0.709 1.966 3.488 -0.01 0.00 0.00 0.1084
H -1.622 1.694 1.219 0.01 0.01 0.00 0.1006
H -3.585 2.888 -0.646 0.00 0.00 0.00 0.1113
H -5.420 1.214 -0.795 0.00 0.00 0.01 0.1004
H -4.957 -1.067 -1.573 0.00 0.00 0.00 0.1036
H -2.681 -1.767 -2.205 0.00 -0.02 0.04 0.0939
O -0.011 -0.575 -0.054 -0.43 0.08 -0.08 -0.4149
Si 0.600 -1.795 0.806 -0.05 0.27 -0.10 0.4716
C -0.543 -2.043 2.270 -0.01 -0.03 0.00 -0.2142
C -0.171 -2.743 3.418 0.03 -0.03 0.01 -0.1009
C -1.067 -2.946 4.458 -0.01 0.00 0.02 -0.0913
C -2.359 -2.447 4.367 -0.01 0.01 0.00 -0.0973
C -2.749 -1.746 3.234 0.01 -0.01 0.02 -0.0889
C -1.847 -1.548 2.197 -0.02 0.05 0.00 -0.0877
C 2.331 -1.410 1.409 0.03 -0.07 0.02 -0.2148
C 2.561 -0.791 2.638 -0.05 0.05 0.04 -0.0983
C 3.841 -0.429 3.034 0.03 0.01 -0.01 -0.0922
C 4.921 -0.679 2.198 0.00 0.00 0.00 -0.0955
C 4.714 -1.289 0.968 0.01 0.01 0.01 -0.0868
C 3.431 -1.650 0.582 0.01 -0.01 -0.02 -0.0880
C 0.676 -3.356 -0.236 0.03 -0.06 0.06 -0.2161
C 1.298 -4.513 0.242 0.03 0.00 -0.02 -0.0889
C 1.342 -5.674 -0.515 0.00 -0.01 -0.01 -0.0853
C 0.760 -5.704 -1.776 -0.01 0.02 0.00 -0.0920
C 0.132 -4.570 -2.269 0.01 -0.02 -0.01 -0.0888
C 0.093 -3.414 -1.499 -0.04 0.05 -0.05 -0.1079
H 0.838 -3.133 3.510 0.00 0.00 -0.01 0.1008
H -0.758 -3.491 5.342 0.00 0.00 0.00 0.0993
H -3.060 -2.603 5.178 0.00 0.00 0.00 0.0980
H -3.756 -1.355 3.158 0.00 0.00 0.00 0.0987
H -2.153 -0.997 1.314 0.00 0.00 -0.02 0.0895
H 1.725 -0.581 3.297 0.01 -0.01 -0.01 0.0969
H 3.998 0.047 3.994 0.00 0.00 0.00 0.0986
H 5.921 -0.399 2.504 0.00 0.00 0.00 0.0982
H 5.553 -1.484 0.312 0.00 0.00 -0.01 0.1000
H 3.284 -2.124 -0.382 0.00 -0.01 0.01 0.1002
H 1.768 -4.505 1.220 0.00 0.01 0.00 0.1042
H 1.833 -6.556 -0.124 0.00 0.00 0.00 0.1011
H 0.794 -6.608 -2.369 0.00 0.00 0.00 0.0997
H -0.329 -4.586 -3.249 0.01 0.00 0.00 0.1017
H -0.424 -2.540 -1.895 0.01 -0.01 0.03 0.0640
C 2.153 -1.118 -3.747 -0.12 -0.10 0.10 -0.2383
O 1.802 -0.073 -2.890 0.09 0.86 -0.40 -0.4459
H 2.321 -0.740 -4.761 0.00 -0.03 -0.01 0.0697
H 1.395 -1.912 -3.793 -0.01 -0.04 -0.01 0.0560
H 3.082 -1.579 -3.392 0.00 0.00 -0.02 0.0757
```
Positions in Å, forces in eV/Å.

---

Record 3
The following is a DFT calculation (ωB97M-V/def2-TZVPD) of 12 unconnected molecules or ions with the total composition C4H29O14 in a non-equilibrium geometry.

Properties
Orbital gap (eV): 9.452
Lowest unoccupied orbital energy (eV): 2.8
Total charge: -1
Energy above the lowest of the compared OMol25 structures with the same formula, charge and spin (kcal/mol): 0.0
2S+1: 1
E_HOMO (eV): -6.63

The geometry in XYZ format:
```
47
Properties=species:S:1:pos:R:3:forces:R:3:nbo_charge:R:1
O -0.568 -0.047 -2.408 0.38 -0.31 -0.76 -0.8086
C -0.673 -1.262 -2.100 -0.48 1.38 1.44 0.8013
O -1.733 -1.718 -1.611 -0.47 -0.95 0.16 -0.8083
C 0.539 -2.166 -2.113 0.35 -1.86 -0.76 -0.5232
C 1.778 -1.676 -1.366 -0.04 -0.13 0.68 -0.4538
C 1.971 -2.365 -0.016 0.22 -1.14 0.69 -0.0491
O 3.126 -1.902 0.673 0.21 0.77 -0.76 -0.7362
H 0.235 -3.217 -1.821 0.26 1.16 -0.13 0.2094
H 0.878 -2.265 -3.140 -0.28 -0.03 -0.49 0.2144
H 2.735 -1.849 -1.912 -0.73 0.04 0.05 0.1931
H 1.637 -0.594 -1.333 0.38 -0.46 0.76 0.2571
H 1.104 -2.327 0.702 0.40 0.25 -0.87 0.1587
H 2.208 -3.457 -0.180 -0.66 0.80 -0.10 0.1469
H 3.332 -1.040 0.262 0.00 -0.28 0.62 0.4845
H -1.291 2.841 -2.334 0.62 0.76 -0.23 0.4617
H -1.630 1.377 -2.228 -0.40 0.56 0.25 0.5178
O -1.997 2.295 -2.024 -0.26 -1.66 0.12 -1.0063
H -3.295 -0.167 1.865 0.95 -0.78 0.42 0.5090
H -2.230 -1.302 1.889 -0.23 -0.17 -0.27 0.5135
O -2.466 -0.459 2.328 -0.80 0.84 0.17 -1.0144
H -0.378 2.149 -0.290 1.52 0.59 0.03 0.5090
H 0.449 3.496 -0.190 0.14 -1.71 0.02 0.4838
O 0.559 2.513 -0.329 -1.27 1.04 -0.77 -1.0058
H -1.800 -2.303 0.011 -0.52 0.12 -0.28 0.5109
H -1.474 -3.304 1.081 -1.03 0.74 0.09 0.4690
O -2.159 -2.617 0.878 1.72 -1.38 0.06 -0.9742
H -3.086 -0.925 -0.755 0.07 0.47 -0.44 0.5145
H -3.910 0.420 -0.533 0.22 0.00 -0.51 0.4667
O -3.773 -0.474 -0.224 -0.52 -0.15 0.67 -1.0051
H 0.537 0.014 3.785 0.48 -0.04 -0.07 0.4839
H -0.963 0.116 3.619 -0.22 0.16 0.09 0.4912
O -0.210 0.554 4.043 -0.42 -0.06 0.10 -0.9786
H 0.426 2.588 3.003 0.09 -0.21 0.50 0.4818
H -0.289 2.589 1.695 -0.58 -0.14 -0.27 0.4862
O 0.228 3.157 2.262 0.54 0.86 0.51 -0.9910
H -2.190 1.756 0.204 -0.47 -0.34 -0.67 0.4889
H -1.863 0.874 1.522 -0.16 0.84 -0.79 0.5092
O -1.791 1.772 1.066 0.43 -0.47 1.01 -1.0223
H 1.542 0.303 -3.187 -1.24 -0.89 -0.98 0.4934
H 1.223 1.539 -2.326 -0.63 -0.18 -0.22 0.4996
O 1.888 0.885 -2.551 1.85 2.13 0.43 -0.9658
H 3.227 1.997 0.127 0.39 0.93 0.71 0.4719
H 2.454 1.322 -0.919 -0.11 -0.51 -0.41 0.5086
O 3.114 1.137 -0.245 0.41 -0.44 0.16 -0.9669
H 0.763 0.650 1.847 0.49 -0.07 0.22 0.4650
H 2.134 0.726 1.253 0.42 -0.11 -0.35 0.4919
O 1.679 0.366 2.020 -1.02 0.01 0.16 -0.9831
```
Positions in Å, forces in eV/Å.

---

Record 4
The following is a DFT calculation (ωB97M-V/def2-TZVPD) of a molecular structure, C3H4InO2 in a non-equilibrium geometry.

Properties
Orbital gap (spin up / spin down) (eV): 5.856 / 5.875
Lowest unoccupied orbital energy (spin up / spin down) (eV): -7.9 / -7.9
Total charge: +1
Energy above the lowest of the compared OMol25 structures with the same formula, charge and spin (kcal/mol): 97.6
2S+1: 1
E_HOMO (spin up / spin down) (eV): -13.77 / -13.80

The geometry in XYZ format:
```
10
Properties=species:S:1:pos:R:3:forces:R:3:lowdin_charge:R:1
O 1.275 -1.290 -0.404 2.62 1.10 -1.08 -0.2118
In 2.535 -0.006 1.382 0.44 0.27 5.21 1.2286
C 0.001 -1.195 -0.416 -0.95 2.50 1.19 -0.0853
O -0.322 0.032 0.102 1.23 -1.79 -0.99 -0.1906
C -1.704 0.338 0.204 -1.45 0.21 0.01 -0.0509
H -2.153 -0.250 1.015 0.11 0.25 -0.24 0.1063
H -1.787 1.411 0.411 0.13 -0.36 0.03 0.1045
H -2.225 0.123 -0.738 0.24 -0.01 0.29 0.1058
C 2.437 -0.007 -0.529 -2.10 -1.94 -4.44 -0.0332
H 1.943 0.844 -1.027 -0.28 -0.22 0.03 0.0267
```
Positions in Å, forces in eV/Å.

---

Record 5
The following is a DFT calculation (ωB97M-V/def2-TZVPD) of a molecular structure, C2H3N3O3 in a non-equilibrium geometry.

Properties
Orbital gap (eV): 8.494
Lowest unoccupied orbital energy (eV): -0.8
Total charge: 0
Energy above the lowest of the compared OMol25 structures with the same formula, charge and spin (kcal/mol): 198.2
2S+1: 1
E_HOMO (eV): -9.29

The geometry in XYZ format:
```
11
Properties=species:S:1:pos:R:3:forces:R:3:nbo_charge:R:1
C 0.294 -0.374 -0.216 -4.02 -0.43 1.22 0.1820
C -0.517 0.592 -1.031 -2.84 2.75 -2.18 -0.1010
H -0.917 -3.173 0.161 -3.07 4.96 -0.93 0.5072
H -1.648 0.562 -1.428 2.96 -0.77 0.86 0.2455
H 0.456 1.163 1.744 3.29 -1.52 0.64 0.4556
N -0.223 -1.479 0.372 5.15 3.99 -0.18 -0.1151
N -0.029 1.838 -1.144 -0.82 -5.79 1.97 -0.0305
N 1.445 0.454 0.206 -1.38 -0.78 1.41 0.1187
O -1.381 -2.003 -0.024 1.72 -5.57 -0.19 -0.4859
O 1.096 1.733 -0.367 2.89 1.91 0.48 -0.2524
O 1.423 0.688 1.727 -3.88 1.25 -3.10 -0.5241
```
Positions in Å, forces in eV/Å.

---

Record 6
The following is a DFT calculation (ωB97M-V/def2-TZVPD) of a molecular structure, C33H57IrNP2Si in a non-equilibrium geometry.

Properties
Orbital gap (spin up / spin down) (eV): 5.274 / 5.730
Lowest unoccupied orbital energy (spin up / spin down) (eV): -3.8 / -4.2
Total charge: +1
Energy above the lowest of the compared OMol25 structures with the same formula, charge and spin (kcal/mol): 96.2
2S+1: 5
E_HOMO (spin up / spin down) (eV): -9.06 / -9.93

The geometry in XYZ format:
```
95
Properties=species:S:1:pos:R:3:forces:R:3:lowdin_spin:R:1
Ir 1.782 2.365 -0.438 -2.03 -0.71 4.43 0.9424
C 2.315 -0.411 1.301 -0.48 0.00 1.33 0.3163
C 2.031 0.724 2.156 0.25 -1.04 0.17 0.1199
C 0.415 -0.916 2.511 1.08 0.35 -0.56 0.1249
C 1.253 -1.381 1.500 -0.29 0.86 0.40 0.1516
C 0.878 0.395 2.919 0.55 -1.30 -0.24 0.2347
C 3.671 -0.820 0.867 0.61 -0.28 -0.05 0.0489
H 4.407 -0.005 0.828 -0.46 -0.44 -0.08 0.0013
H 3.653 -1.366 -0.090 0.12 0.20 0.25 0.0101
H 4.079 -1.524 1.611 -0.22 -0.03 -0.11 0.0219
C 1.127 -2.700 0.850 0.10 -0.48 -0.19 0.0092
H 1.818 -2.747 0.007 -0.18 -0.23 -0.13 -0.0001
H 0.091 -2.890 0.525 0.34 0.03 -0.09 0.0015
H 1.400 -3.533 1.522 -0.02 0.28 -0.06 0.0046
C -0.540 -1.804 3.215 -0.57 -0.32 0.18 0.0149
H -0.017 -2.675 3.651 -0.08 0.34 -0.11 0.0051
H -1.292 -2.229 2.532 0.12 0.13 0.12 0.0049
H -1.065 -1.295 4.029 0.03 -0.11 -0.13 -0.0003
C 0.620 0.856 4.303 -0.05 0.65 0.85 0.0318
H 1.185 0.181 4.976 -0.30 0.15 -0.14 0.0146
H -0.436 0.813 4.622 0.41 -0.04 -0.20 0.0051
H 0.999 1.859 4.548 -0.19 -0.19 -0.33 0.0011
C 3.145 1.453 2.830 0.50 0.44 0.40 0.0031
H 3.416 0.788 3.688 0.07 0.77 -0.30 0.0023
H 2.833 2.447 3.216 0.30 -0.61 -0.15 0.0017
H 4.062 1.573 2.221 -0.68 0.02 0.28 0.0008
C 1.313 3.121 -3.368 1.76 -0.40 -1.45 0.0640
C 2.627 3.133 -3.073 -0.41 0.49 -1.42 0.0087
C 3.352 4.359 -2.628 -0.01 0.36 0.50 -0.0031
C 2.616 5.118 -1.530 -0.31 -0.30 1.28 -0.0001
C 1.734 4.313 -0.554 -2.43 2.65 -2.22 -0.0146
C 0.315 4.177 -0.815 0.48 2.50 0.32 0.1597
C -0.258 4.671 -2.150 -0.67 0.14 0.06 0.0221
C 0.472 4.324 -3.465 -0.70 0.54 0.55 0.0103
H 3.471 5.079 -3.435 0.10 -0.13 -0.44 -0.0007
H 1.934 5.855 -1.973 0.64 0.24 0.34 -0.0007
H 4.363 4.132 -2.291 0.01 -0.20 -0.05 0.0001
H 1.049 5.198 -3.771 0.19 -0.18 -0.13 0.0013
H 0.917 2.248 -3.862 0.08 -0.32 0.08 0.0022
H 3.283 2.349 -3.437 -0.36 -0.50 0.38 0.0003
H -0.289 4.163 -4.241 0.24 0.07 0.17 0.0007
H -1.300 4.324 -2.264 0.35 0.06 0.35 0.0009
H -0.425 4.431 -0.012 0.98 -0.96 -0.54 0.0118
H -0.340 5.777 -2.123 0.00 -0.41 0.31 0.0079
H 3.345 5.525 -0.801 -0.29 0.59 -0.92 -0.0002
H 2.091 4.392 0.471 -0.18 -0.20 0.64 0.0017
P 0.759 0.390 -0.793 -0.34 0.04 -1.06 0.1311
P -0.863 1.803 1.068 0.25 0.85 -0.34 0.2189
C -0.563 1.307 -1.683 -0.89 0.39 -0.24 0.0415
C -1.632 1.805 -0.648 0.21 -0.09 -0.13 0.0177
H -0.908 0.704 -2.526 -0.58 0.13 0.28 0.0009
H -0.068 2.171 -2.155 -0.48 -0.49 0.47 0.0071
H -2.013 2.824 -0.835 0.07 -0.52 -0.26 0.0037
H -2.470 1.097 -0.619 0.05 0.26 -0.01 0.0005
C -2.089 0.769 1.934 0.12 0.00 0.18 0.0487
H -1.840 0.786 3.010 -0.36 -0.24 -0.55 0.0007
H -2.040 -0.251 1.520 -0.23 0.39 0.29 0.0010
H -3.070 1.243 1.756 0.22 -0.38 0.17 0.0085
C -1.103 3.405 2.027 -0.22 -0.41 -0.34 0.0179
H -1.941 3.970 1.583 0.35 0.00 0.40 0.0034
H -0.168 3.998 2.045 -0.61 -0.29 -0.05 0.0010
H -1.359 3.106 3.061 0.09 0.24 -0.50 0.0002
C 1.544 -0.599 -2.120 -0.10 0.06 -0.87 0.0143
H 2.634 -0.631 -2.124 -0.03 0.11 0.27 0.0006
H 1.250 -0.175 -3.090 0.04 -0.27 0.10 0.0025
H 1.203 -1.633 -2.058 -0.13 0.01 -0.06 0.0011
C 3.516 1.668 -0.604 4.02 -0.66 -0.20 0.0862
H 4.343 1.833 0.151 -1.18 -0.23 -0.47 0.0081
H 3.747 2.363 -1.423 0.72 -0.70 -0.10 0.0225
H 3.442 0.647 -0.927 1.02 -0.15 -0.45 0.0081
C -1.802 -1.509 -1.959 -0.08 -0.17 0.05 0.0021
Si -2.814 -3.024 -1.547 -0.36 0.24 -0.35 0.0513
C -4.588 -2.479 -1.322 -0.33 0.09 0.21 0.0118
C -2.702 -4.194 -2.987 0.14 -0.58 -0.42 0.0138
N -2.158 -3.699 -0.104 0.63 -0.12 0.65 0.3991
C -2.459 -4.757 0.621 -0.56 -0.64 0.02 0.0442
C -1.615 -5.215 1.694 0.60 0.84 -0.27 0.1448
C -1.869 -6.365 2.402 0.38 0.61 0.07 -0.0080
C -3.014 -7.106 2.106 0.74 -0.11 0.45 0.1875
C -3.883 -6.707 1.104 -0.12 -0.08 0.15 -0.0042
C -3.627 -5.565 0.391 -0.28 0.07 -0.38 0.1464
H -1.092 -1.701 -2.765 0.06 0.00 0.03 0.0000
H -1.249 -1.203 -1.071 0.02 0.04 0.07 0.0030
H -2.441 -0.682 -2.269 -0.05 -0.04 -0.01 -0.0002
H -5.204 -2.785 -2.175 0.06 0.04 0.11 0.0011
H -5.027 -2.908 -0.417 -0.05 0.05 -0.09 -0.0001
H -4.662 -1.390 -1.239 -0.02 -0.11 0.03 0.0000
H -1.884 -3.927 -3.671 -0.18 -0.08 0.21 0.0000
H -2.521 -5.223 -2.651 -0.09 0.15 -0.13 0.0001
H -3.630 -4.189 -3.576 0.21 -0.02 0.16 0.0015
H -0.736 -4.583 1.880 -0.34 -0.47 0.07 0.0060
H -1.169 -6.650 3.196 -0.43 -0.08 -0.33 -0.0042
H -3.173 -7.999 2.675 -0.32 -0.38 0.10 0.0105
H -4.758 -7.316 0.929 -0.10 0.13 -0.21 -0.0040
H -4.336 -5.270 -0.372 0.08 0.11 -0.11 0.0066
```
Positions in Å, forces in eV/Å.